No. 1
90
Properties=species:S:1:pos:R:3:forces:R:3:mulliken_charge:R:1 method="wB97M-V/def2-TZVPD" total_charge=-2 e_homo_ev=-1.377 lumo_ha=0.0170 gap_ev=1.840
C -2.732 -0.304 1.321 0.37 0.83 -0.49 -0.238
C -2.524 -0.122 -0.243 -1.69 -0.19 0.11 0.128
C -3.809 0.496 -1.027 0.71 -1.72 -0.92 -1.070
N -1.488 -0.464 -0.995 -0.27 2.95 0.89 0.315
C -0.218 0.188 -0.653 0.31 -0.84 0.32 1.831
C -0.298 1.621 0.088 -0.02 -3.70 -1.52 -2.035
C -0.833 2.884 -0.784 -1.31 0.44 -2.80 -1.864
F -1.655 2.588 -1.907 1.54 0.08 2.03 -0.278
C 0.671 0.424 -1.998 0.81 -1.07 -0.52 0.188
C -0.125 0.277 -3.373 0.24 1.44 -0.84 -0.786
O -0.003 -1.043 -4.002 -2.39 0.79 -0.44 -0.349
C -1.186 -1.141 -4.846 -3.66 -0.43 -3.12 0.291
C -2.369 -2.111 -4.496 0.23 2.02 -2.48 0.021
C -3.638 -2.163 -5.387 1.75 1.98 -1.40 -0.575
C -3.828 -1.284 -6.672 3.95 0.18 2.90 -0.379
C -2.648 -0.320 -7.024 -0.16 -2.21 2.37 -0.331
C -1.359 -0.251 -6.123 -2.42 -1.86 0.79 -0.214
C 1.934 -0.606 -2.115 -0.99 1.23 -2.59 -0.634
O 2.987 -0.257 -1.169 -2.30 -1.27 1.70 -0.475
S 2.401 -0.703 0.335 5.33 -0.56 5.37 1.123
O 3.095 -1.942 0.866 -2.68 2.85 -2.81 -0.648
O 2.797 0.429 1.299 -2.28 -1.46 -2.61 -0.643
C 0.537 -0.813 0.427 -1.06 -0.16 -0.69 1.753
C -0.047 -2.288 0.456 -1.47 -0.84 1.82 -1.034
O -0.637 -2.688 1.543 1.78 1.06 -3.21 -0.801
C 0.061 -3.388 -0.682 -0.67 0.62 2.36 0.103
F -0.476 -3.008 -1.975 2.29 -1.37 1.80 0.096
F 1.501 -3.763 -0.754 -2.25 0.24 -1.81 -0.329
C -0.687 -4.800 -0.299 1.39 -0.56 0.08 1.016
F -0.086 -5.441 0.821 -1.75 1.90 -3.08 -0.271
F -0.393 -5.695 -1.442 0.08 1.87 1.67 -0.416
C -2.281 -4.691 -0.225 -2.77 -0.41 -0.15 0.984
F -2.810 -3.385 -0.357 1.83 -2.63 -0.06 -0.141
F -2.836 -5.463 -1.317 1.34 1.76 2.18 -0.335
C -2.920 -5.323 1.137 0.09 -2.41 3.05 -0.037
O -2.742 -6.529 1.462 -0.73 4.73 -2.24 -0.554
O -3.765 -4.495 1.982 6.19 -3.11 -4.47 -0.335
H -3.260 -1.312 1.524 0.79 1.69 -0.47 -0.154
H -3.469 0.514 1.687 -0.01 -1.05 -0.33 0.526
H -1.782 -0.243 1.958 -0.93 -0.47 -0.96 -0.139
H -4.592 -0.344 -1.182 0.97 1.58 0.62 0.316
H -4.249 1.405 -0.495 0.48 -1.57 -0.23 0.307
H -3.453 0.760 -2.097 -0.46 -0.39 1.83 0.247
H -0.890 1.621 1.106 0.54 -1.20 -2.25 1.093
H 0.819 1.882 0.400 -2.03 -3.74 -2.35 0.486
H 0.110 3.474 -1.195 -1.97 -1.24 0.17 0.598
H -1.404 3.641 -0.084 -0.34 -1.84 -2.71 0.570
H 1.175 1.469 -2.018 -0.89 -1.63 0.25 0.032
H -1.231 0.540 -3.350 1.59 -0.31 0.58 0.408
H 0.363 1.023 -4.118 -0.67 -1.07 1.24 0.225
H -2.276 -2.768 -3.571 -0.32 1.06 -1.41 0.213
H -4.509 -2.874 -5.131 1.75 1.19 -0.21 0.255
H -4.770 -1.367 -7.323 1.78 0.16 1.17 0.300
H -2.748 0.328 -7.966 0.53 -1.27 1.68 0.190
H -0.560 0.495 -6.462 -1.19 -1.38 0.67 0.273
H 1.625 -1.702 -2.121 0.51 1.51 0.44 0.027
H 2.370 -0.397 -3.167 -0.51 -0.45 1.87 0.594
H 0.285 -0.353 1.468 0.47 -1.33 -1.90 -0.872
H -3.330 -3.624 2.143 -0.51 -0.53 -0.41 0.430
N 3.388 3.992 -1.250 -0.11 0.41 0.47 -0.355
C 3.627 5.313 -1.314 -0.10 -0.51 -0.16 -0.332
C 3.866 6.108 -0.203 -0.03 -0.11 0.10 -0.338
C 3.855 5.509 1.049 0.00 0.12 0.08 -0.488
C 3.609 4.147 1.145 0.07 0.06 0.06 -0.706
C 3.385 3.437 -0.026 0.05 0.06 -0.61 -0.686
H 3.622 5.736 -2.313 0.02 0.03 0.05 0.385
H 4.056 7.169 -0.315 -0.01 -0.06 -0.02 0.392
H 4.036 6.098 1.942 0.00 -0.08 -0.04 0.435
H 3.592 3.647 2.107 0.09 -0.10 0.05 0.849
H 3.191 2.367 -0.004 0.13 0.00 0.12 0.851
F -5.120 0.915 1.811 0.36 0.04 -0.64 -0.650
Li 1.103 0.398 3.072 1.71 0.35 1.34 0.809
Li 0.900 -4.498 -2.755 -0.37 0.12 0.27 0.951
Cl -5.413 -3.661 3.047 -4.66 0.87 2.71 -0.678
Cs 0.307 3.553 1.191 3.91 9.70 8.97 1.201
F -1.800 -1.194 -9.279 -0.09 0.19 0.11 -0.902
F -5.017 2.031 3.695 0.23 0.27 0.24 -0.607
Na -7.085 -5.785 3.517 0.82 1.09 -0.19 0.768
C 3.552 1.886 8.101 1.46 -0.29 1.18 -0.697
C 2.742 2.015 7.015 -1.14 0.23 -1.08 0.518
C 3.397 1.571 5.706 3.13 -0.93 0.75 0.255
O 2.802 1.540 4.612 -1.92 -0.16 -1.90 -0.565
C 4.801 1.164 5.730 -2.46 0.59 -2.06 -0.690
C 5.623 1.046 6.816 1.77 -0.31 1.74 0.360
C 4.938 1.389 8.144 -2.00 0.75 0.84 0.567
O 5.477 1.277 9.245 0.67 -0.22 -0.38 -0.712
O 6.831 0.697 6.837 -0.94 0.25 -0.32 -0.775
O 1.551 2.441 6.975 0.41 -0.16 -0.12 -0.855
H 3.170 2.167 9.076 -0.09 -0.02 -0.01 0.341
H 5.197 0.934 4.746 0.10 -0.11 -0.03 0.352

***

No. 2
69
Properties=species:S:1:pos:R:3:forces:R:3:nbo_charge:R:1 method="wB97M-V/def2-TZVPD" total_charge=+1 e_homo_ev="-10.324 / -10.327" lumo_ha="-0.1667 / -0.1667" e_above_lowest_kj_mol=14.2 gap_ev="5.788 / 5.790"
Pd 0.472 0.051 -0.724 0.52 -0.27 -1.09 0.450
O -4.636 -5.945 -0.361 -0.17 -0.29 0.05 -0.650
C -4.516 -4.680 -0.789 -0.30 0.17 -0.25 0.766
O -5.415 -4.148 -1.384 0.25 -0.23 0.20 -0.543
C -3.234 -3.974 -0.503 0.56 0.54 0.02 -0.161
C -2.181 -4.521 0.227 -0.32 -0.07 -0.10 -0.168
C -1.035 -3.805 0.482 0.28 0.63 -0.08 -0.233
C -0.891 -2.495 -0.006 -2.10 -1.38 -0.28 0.193
C -1.952 -1.947 -0.753 0.63 0.39 0.29 -0.235
C -3.095 -2.667 -0.987 -0.35 -0.56 0.12 -0.092
N 0.197 -1.700 0.226 3.51 -0.46 1.10 -0.444
C 1.242 -2.080 0.965 -3.41 -0.37 -1.55 0.101
C 2.286 -1.188 1.254 2.71 2.35 0.46 0.171
C 3.371 -1.521 2.105 -1.42 -0.46 -0.79 -0.199
C 4.364 -0.605 2.321 0.42 1.14 -0.26 -0.163
C 4.309 0.636 1.666 0.22 -0.82 0.46 -0.198
C 3.234 0.904 0.842 -0.23 -0.18 -0.15 0.060
N 2.245 0.042 0.663 -0.02 -0.69 1.20 -0.494
H -3.855 -6.274 0.103 -0.09 0.18 -0.12 0.484
H -2.236 -5.520 0.631 0.02 -0.13 0.06 0.202
H -0.256 -4.266 1.068 0.03 -0.10 0.04 0.211
H -1.851 -0.918 -1.126 -0.04 -0.53 0.17 0.241
H -3.919 -2.238 -1.536 -0.06 0.03 -0.09 0.243
H 1.310 -3.085 1.362 -0.19 -0.02 0.22 0.206
H 3.390 -2.494 2.571 0.05 -0.11 0.07 0.230
H 5.187 -0.832 2.981 0.05 -0.03 0.03 0.240
H 5.083 1.371 1.798 0.15 0.09 0.05 0.240
H 3.170 1.835 0.287 -0.08 -0.01 0.08 0.217
C -0.213 4.310 -0.504 0.39 -0.38 0.14 -0.783
S 0.054 2.520 -0.195 -1.79 1.79 0.32 1.229
O 0.768 2.037 -1.425 0.68 -0.37 -1.04 -0.943
C -1.682 2.085 -0.500 -0.03 0.14 0.07 -0.172
C -2.055 1.654 -1.766 0.26 0.29 -0.22 -0.261
C -3.400 1.464 -2.051 0.13 -0.01 0.10 -0.195
C -4.355 1.705 -1.076 0.00 -0.05 0.05 -0.185
C -3.970 2.108 0.194 -0.01 -0.01 0.01 -0.193
C -2.630 2.296 0.490 0.22 -0.07 -0.01 -0.251
H -0.638 4.450 -1.492 -0.09 -0.21 -0.12 0.251
H 0.737 4.828 -0.434 0.19 -0.03 0.07 0.245
H -0.890 4.682 0.257 -0.10 -0.02 0.14 0.244
H -1.300 1.526 -2.535 -0.08 -0.02 0.08 0.252
H -3.695 1.143 -3.038 -0.03 -0.01 -0.10 0.230
H -5.401 1.586 -1.310 -0.11 -0.05 0.01 0.232
H -4.713 2.286 0.955 -0.09 0.01 0.08 0.232
H -2.322 2.616 1.474 -0.02 0.05 0.16 0.225
C 5.420 0.128 -2.711 -0.01 0.07 0.00 -0.195
C 4.614 0.806 -3.610 0.12 0.13 0.00 -0.224
C 3.260 0.532 -3.678 -0.17 -0.11 0.04 -0.131
C 2.687 -0.432 -2.850 -0.75 -0.35 -0.13 -0.502
C 3.512 -1.101 -1.943 -0.09 -0.07 -0.23 -0.210
C 4.865 -0.830 -1.877 0.03 -0.05 0.10 -0.213
Si 0.816 -0.810 -2.919 -0.04 -0.15 0.43 1.161
C 0.305 -2.629 -3.165 0.37 0.74 0.01 -0.519
C -0.585 -2.944 -4.193 0.13 0.16 0.06 -0.184
C -0.909 -4.259 -4.476 -0.14 -0.15 -0.04 -0.205
C -0.352 -5.288 -3.735 -0.03 0.06 -0.01 -0.188
C 0.530 -4.993 -2.708 0.01 -0.08 0.07 -0.231
C 0.846 -3.678 -2.422 0.02 0.08 -0.10 -0.140
H 6.477 0.340 -2.655 0.09 0.03 -0.03 0.222
H 5.042 1.555 -4.259 0.05 0.05 -0.08 0.223
H 2.643 1.058 -4.392 -0.07 0.11 -0.09 0.211
H 3.092 -1.860 -1.297 0.00 -0.09 0.08 0.194
H 5.490 -1.363 -1.176 0.08 -0.09 0.07 0.214
H 0.146 -0.002 -3.991 0.18 -0.13 0.26 -0.176
H -1.012 -2.152 -4.791 -0.08 0.09 -0.09 0.216
H -1.594 -4.482 -5.280 -0.06 -0.02 -0.06 0.225
H -0.600 -6.316 -3.955 -0.02 -0.06 -0.05 0.224
H 0.976 -5.795 -2.140 0.05 -0.06 0.10 0.216
H 1.531 -3.465 -1.614 0.17 -0.01 0.10 0.183

***

No. 3
82
Properties=species:S:1:pos:R:3:forces:R:3:mulliken_charge:R:1 method="wB97M-V/def2-TZVPD" total_charge=-1 e_homo_ev=-5.146 lumo_ha=0.0584 e_above_lowest_kj_mol=41.4 gap_ev=6.736
Hf 0.235 0.398 0.032 -0.49 -0.13 -0.31 -0.033
C -5.530 -1.259 -1.363 0.08 0.00 0.09 -0.655
S -4.896 -0.538 0.164 0.00 0.02 0.09 -0.036
C -3.164 -0.555 -0.114 -0.13 -0.10 -0.05 0.482
S -2.220 0.092 1.154 0.35 0.14 -0.17 -0.494
N -2.746 -1.066 -1.223 -0.18 -0.03 0.07 -1.591
N -1.377 -1.028 -1.386 -0.08 0.02 0.72 1.277
C -1.029 -1.626 -2.445 0.25 -0.23 -0.57 -0.969
C 0.375 -1.700 -2.807 -0.01 -0.03 -0.02 0.790
C 0.809 -2.540 -3.822 -0.05 -0.14 -0.18 -1.178
C 2.166 -2.645 -4.063 0.01 -0.02 -0.01 -0.470
C 3.037 -1.899 -3.286 0.01 -0.01 -0.03 -1.072
C 2.511 -1.069 -2.309 0.11 0.04 0.09 0.095
N 1.209 -0.966 -2.072 -0.19 0.22 0.16 0.483
H -6.615 -1.151 -1.316 0.07 -0.02 -0.02 0.326
H -5.130 -0.718 -2.217 -0.06 -0.07 0.01 0.025
H -5.253 -2.309 -1.430 -0.05 0.02 -0.05 0.320
H -1.786 -2.079 -3.077 0.01 -0.01 -0.06 0.262
H 0.082 -3.109 -4.392 0.07 0.05 0.05 0.485
H 2.540 -3.308 -4.832 -0.01 0.02 -0.02 0.441
H 4.109 -1.949 -3.428 -0.05 0.01 0.02 0.453
H 3.157 -0.463 -1.689 -0.10 -0.06 -0.03 0.014
C -0.368 4.671 -0.740 -0.05 0.12 0.11 -1.484
C -0.505 4.013 0.588 -0.06 0.04 -0.12 -0.099
N -0.249 2.764 0.928 -0.02 -0.44 0.19 0.685
C -0.462 2.682 2.281 0.15 -0.13 -0.15 0.171
C -0.877 3.878 2.773 -0.06 0.14 0.00 -0.353
N -0.901 4.702 1.682 0.00 0.12 -0.07 0.007
C -1.246 4.403 4.105 -0.02 0.14 -0.11 0.472
O -1.150 3.569 5.115 -0.02 -0.02 0.08 -0.570
O -1.611 5.554 4.217 0.03 -0.03 0.02 -0.661
C -0.111 1.426 2.962 0.10 -0.17 0.05 1.153
O -0.227 1.308 4.182 -0.04 0.05 -0.02 -0.891
O 0.356 0.530 2.171 0.08 0.12 0.03 -0.674
H 0.184 4.032 -1.417 0.00 -0.01 -0.01 0.188
H 0.156 5.625 -0.623 -0.05 -0.07 0.02 0.485
H -1.352 4.863 -1.173 0.02 -0.05 0.00 0.231
H -1.171 5.669 1.732 -0.02 0.10 0.00 0.215
H -0.815 2.671 4.808 0.05 -0.14 0.05 0.426
C 3.623 1.126 2.120 0.14 -0.14 0.17 -1.110
C 4.459 -0.038 1.590 -0.22 0.04 -0.24 0.451
C 5.052 0.268 0.211 0.01 -0.01 -0.04 -1.179
C 3.796 -1.418 1.649 -0.02 0.03 0.10 0.137
C 4.636 -2.401 2.175 -0.01 0.00 0.01 -0.878
C 4.231 -3.703 2.385 0.02 0.00 -0.02 -1.456
C 2.913 -4.012 2.113 0.03 0.04 -0.01 -0.852
C 2.020 -3.087 1.576 0.01 -0.03 0.00 0.407
C 0.593 -3.601 1.441 -0.09 0.32 -0.12 0.389
C 0.115 -3.659 -0.007 0.04 -0.19 0.12 -1.916
C -0.365 -2.827 2.353 0.08 -0.17 0.02 -1.469
C 2.475 -1.774 1.255 0.13 0.06 -0.08 0.457
O 1.705 -0.910 0.549 -0.34 -0.32 0.41 2.472
H 4.206 2.052 2.075 -0.02 -0.07 0.03 0.480
H 3.323 0.949 3.156 0.01 0.00 -0.05 0.369
H 2.731 1.274 1.536 -0.21 0.09 -0.14 -0.096
H 5.305 -0.125 2.273 0.09 -0.03 0.03 0.562
H 4.271 0.532 -0.502 0.09 0.02 0.08 0.080
H 5.612 -0.594 -0.170 -0.05 0.10 0.03 0.302
H 5.737 1.121 0.274 -0.08 -0.06 -0.02 0.433
H 5.651 -2.114 2.434 -0.07 -0.01 -0.01 0.368
H 4.915 -4.447 2.778 -0.05 0.05 0.00 0.371
H 2.545 -5.010 2.326 0.00 0.02 -0.01 0.346
H 0.611 -4.629 1.808 0.03 -0.06 0.03 0.693
H 0.222 -2.690 -0.467 0.01 0.15 -0.09 0.497
H -0.938 -3.953 -0.063 0.05 0.02 0.00 0.464
H 0.710 -4.372 -0.588 -0.03 0.06 0.05 0.354
H -0.366 -1.767 2.133 -0.02 0.09 0.00 0.200
H -0.064 -2.937 3.399 -0.01 0.00 -0.08 0.383
H -1.389 -3.196 2.246 0.04 0.02 -0.01 0.417
Br 1.983 1.966 -1.101 0.46 0.34 -0.11 -0.422
F -6.918 2.121 -2.993 -0.25 0.01 -0.03 -0.360
C -5.605 2.027 -2.775 -0.02 0.07 0.04 1.081
C -5.049 2.521 -1.617 -0.01 0.05 0.06 -0.240
F -5.836 3.105 -0.708 -0.04 0.03 0.08 -0.367
C -3.689 2.416 -1.402 0.14 -0.03 -0.21 -0.325
F -3.233 2.931 -0.262 0.25 0.18 0.27 -0.273
C -2.814 1.827 -2.319 -0.17 -0.23 0.18 0.686
S -1.077 1.742 -2.146 0.29 0.29 0.11 -0.319
C -3.429 1.329 -3.468 0.04 0.03 0.07 0.542
F -2.699 0.711 -4.401 0.10 -0.11 -0.18 -0.431
C -4.784 1.433 -3.705 0.10 -0.05 -0.16 -0.150
F -5.316 0.936 -4.830 -0.05 -0.07 -0.12 -0.357

***

Computed total energy, in the same sequence as the records: -115037.1913, -64963.8002, -168811.4846 eV.